1.
{"formula": "C51H46N8O19", "method": "ωB97M-V/def2-TZVPD", "smiles": "O=[N+]([O-])c1ccccc1.O=[N+]([O-])c1ccccc1.O=[N+]([O-])c1ccccc1.O=[N+]([O-])c1ccccc1.O=[N+]([O-])c1ccccc1.O=[N+]([O-])c1ccccc1.O=[N+]([O-])c1ccccc1.O=[N+]([O-])c1ccccc1.COC(=O)OC", "energy_ha": -3837.92365, "spin_multiplicity": 1, "de_lowest_ev": 0.000, "homo_energy_ha": -0.3453, "orbital_gap_ev": 8.42, "lumo_energy_ha": -0.03579, "total_charge": 0, "symbols": ["O", "N", "O", "C", "C", "C", "C", "C", "C", "H", "H", "H", "H", "H", "O", "N", "O", "C", "C", "C", "C", "C", "C", "H", "H", "H", "H", "H", "O", "N", "O", "C", "C", "C", "C", "C", "C", "H", "H", "H", "H", "H", "O", "N", "O", "C", "C", "C", "C", "C", "C", "H", "H", "H", "H", "H", "O", "N", "O", "C", "C", "C", "C", "C", "C", "H", "H", "H", "H", "H", "O", "N", "O", "C", "C", "C", "C", "C", "C", "H", "H", "H", "H", "H", "O", "N", "O", "C", "C", "C", "C", "C", "C", "H", "H", "H", "H", "H", "O", "N", "O", "C", "C", "C", "C", "C", "C", "H", "H", "H", "H", "H", "C", "O", "C", "O", "O", "C", "H", "H", "H", "H", "H", "H"], "xyz": [[-0.2950, -2.6062, -4.8054], [-0.7189, -1.4913, -4.9759], [-1.8713, -1.1329, -4.7922], [0.2320, -0.4646, -5.4057], [1.5832, -0.7374, -5.3053], [2.4821, 0.2530, -5.6724], [2.0111, 1.4723, -6.1461], [0.6455, 1.7157, -6.2411], [-0.2553, 0.7428, -5.8684], [1.9142, -1.6829, -4.9013], [3.5403, 0.0314, -5.6361], [2.7053, 2.2472, -6.4460], [0.3249, 2.6840, -6.6022], [-1.3224, 0.8917, -5.9561], [-1.1846, -1.3834, 5.9326], [-0.5652, -0.3903, 6.2645], [-0.7007, 0.1830, 7.3249], [0.4354, 0.1480, 5.3313], [0.9260, 1.4082, 5.5929], [1.8828, 1.9306, 4.7294], [2.3120, 1.1764, 3.6570], [1.7592, -0.0630, 3.3726], [0.7960, -0.5807, 4.2262], [0.5551, 2.0115, 6.4067], [2.3042, 2.9031, 4.9496], [2.9919, 1.6315, 2.9417], [2.1200, -0.6240, 2.5247], [0.3572, -1.5653, 4.1158], [1.0139, -6.0564, -1.5758], [0.0812, -6.8409, -1.4933], [0.1952, -8.0248, -1.2799], [-1.2745, -6.3313, -1.7048], [-1.4819, -4.9854, -1.9535], [-2.7681, -4.5134, -2.1681], [-3.8291, -5.4043, -2.1288], [-3.6157, -6.7441, -1.8659], [-2.3227, -7.2125, -1.6289], [-0.6141, -4.3441, -2.0411], [-2.8548, -3.4686, -2.4185], [-4.8300, -5.0214, -2.2980], [-4.4109, -7.4761, -1.8824], [-2.1790, -8.2245, -1.2776], [-0.5387, -6.4531, 1.4816], [-0.0040, -6.0475, 2.5026], [-0.1822, -6.5236, 3.5970], [0.9688, -4.9473, 2.4065], [0.9780, -4.1397, 1.2911], [1.9943, -3.2005, 1.1801], [3.0112, -3.1446, 2.1148], [2.9889, -3.9721, 3.2296], [1.9398, -4.8673, 3.3846], [0.2076, -4.1876, 0.5384], [1.9877, -2.5319, 0.3345], [3.7576, -2.3734, 1.9586], [3.7858, -3.9130, 3.9579], [1.9410, -5.5309, 4.2377], [-3.7175, -6.8738, 3.6772], [-3.6248, -6.3324, 2.5999], [-3.8330, -6.8706, 1.5248], [-3.2437, -4.9175, 2.5847], [-2.8069, -4.3600, 1.4021], [-2.5307, -3.0070, 1.3668], [-2.7189, -2.2280, 2.5059], [-3.1490, -2.8155, 3.6964], [-3.4584, -4.1634, 3.7223], [-2.6723, -5.0294, 0.5642], [-2.1926, -2.5477, 0.4455], [-2.5983, -1.1520, 2.4673], [-3.2393, -2.1799, 4.5661], [-3.8563, -4.6487, 4.6036], [0.3068, -0.9719, -0.0159], [-0.0608, -0.3574, -1.0071], [-0.8653, -0.7916, -1.7992], [0.5342, 0.9636, -1.2522], [0.3251, 1.5459, -2.4739], [0.8936, 2.7861, -2.7226], [1.6207, 3.4255, -1.7326], [1.8173, 2.8008, -0.5059], [1.2507, 1.5751, -0.2461], [-0.2699, 1.0757, -3.2426], [0.6483, 3.2873, -3.6514], [1.9204, 4.4604, -1.8425], [2.3023, 3.3734, 0.2736], [1.3529, 1.1357, 0.7352], [-2.0967, 3.1132, 0.5753], [-2.5618, 2.0833, 0.1340], [-2.7290, 1.0649, 0.7769], [-2.9364, 2.0472, -1.2812], [-3.5302, 0.9180, -1.8126], [-3.8341, 0.9001, -3.1649], [-3.5229, 1.9750, -3.9780], [-2.9444, 3.1145, -3.4171], [-2.6475, 3.1447, -2.0668], [-3.5811, 0.0013, -1.2413], [-4.2876, 0.0226, -3.6074], [-3.5958, 1.9409, -5.0576], [-2.5976, 3.9339, -4.0318], [-2.0815, 3.9609, -1.6366], [3.9146, 3.7427, 2.0017], [4.2537, 4.6063, 2.7915], [4.0086, 5.7867, 2.6772], [4.9448, 4.1757, 4.0089], [5.5823, 2.9473, 3.9994], [6.2485, 2.5438, 5.1385], [6.2699, 3.3585, 6.2672], [5.6138, 4.5742, 6.2559], [4.9476, 5.0027, 5.1116], [5.5336, 2.3355, 3.1102], [6.7785, 1.6012, 5.1616], [6.8030, 3.0053, 7.1398], [5.6134, 5.2599, 7.0931], [4.3739, 5.9173, 5.1339], [-2.1178, 8.8996, -2.3404], [-2.5016, 7.8757, -3.2367], [-1.5273, 7.2461, -3.8892], [-0.3505, 7.3817, -3.7213], [-2.0978, 6.4060, -4.7536], [-1.2168, 5.7134, -5.6180], [-1.0502, 8.8906, -2.1267], [-2.6201, 8.7399, -1.3842], [-2.4124, 9.8705, -2.7324], [-1.8281, 5.0292, -6.2135], [-0.5119, 5.0770, -5.0836], [-0.7505, 6.3821, -6.3395]], "lowdin_charge": [0.096, -0.346, 0.061, -0.165, 0.007, -0.052, -0.066, -0.076, -0.020, 0.124, 0.111, 0.110, 0.104, 0.113, 0.071, -0.344, 0.082, -0.150, 0.005, -0.053, -0.075, -0.054, 0.015, 0.121, 0.103, 0.086, 0.084, 0.122, 0.062, -0.351, 0.086, -0.167, -0.018, -0.071, -0.072, -0.059, 0.000, 0.115, 0.104, 0.110, 0.111, 0.127, 0.073, -0.329, 0.097, -0.136, 0.011, -0.074, -0.091, -0.060, -0.001, 0.105, 0.091, 0.107, 0.107, 0.121, 0.086, -0.346, 0.069, -0.162, -0.018, -0.057, -0.056, -0.060, 0.005, 0.092, 0.094, 0.098, 0.095, 0.122, 0.058, -0.315, 0.073, -0.145, -0.009, -0.057, -0.045, -0.046, 0.012, 0.104, 0.093, 0.114, 0.089, 0.106, 0.083, -0.346, 0.070, -0.160, -0.001, -0.063, -0.065, -0.054, -0.011, 0.120, 0.112, 0.107, 0.085, 0.122, 0.048, -0.339, 0.099, -0.168, -0.013, -0.058, -0.064, -0.060, -0.002, 0.119, 0.111, 0.110, 0.111, 0.123, -0.042, 0.015, -0.615, 0.132, -0.006, -0.062, 0.092, 0.097, 0.096, 0.094, 0.079, 0.104]}


2.
{"formula": "C51H47F3NP2ReSbSeSi", "method": "ωB97M-V/def2-TZVPD", "energy_ha": -6017.73375, "spin_multiplicity": 2, "de_lowest_ev": 0.000, "homo_energy_ha": [-0.4814, -0.4874], "orbital_gap_ev": [6.18, 6.41], "lumo_energy_ha": [-0.25424, -0.25191], "total_charge": 2, "symbols": ["Re", "C", "P", "C", "C", "C", "C", "C", "C", "C", "C", "C", "C", "C", "C", "C", "C", "C", "C", "C", "P", "C", "C", "C", "C", "C", "C", "C", "C", "C", "C", "C", "C", "N", "H", "H", "H", "H", "H", "H", "H", "H", "H", "H", "H", "H", "H", "H", "H", "H", "H", "H", "H", "H", "H", "H", "H", "H", "H", "H", "F", "C", "C", "C", "C", "C", "C", "Sb", "C", "C", "C", "C", "F", "C", "C", "C", "C", "C", "C", "F", "C", "C", "H", "H", "H", "H", "H", "H", "H", "H", "H", "H", "H", "H", "C", "Si", "C", "C", "Se", "H", "H", "H", "H", "H", "H", "H", "H", "H"], "xyz": [[0.2927, -0.9710, 0.3553], [0.2349, -3.5908, -1.6663], [0.3615, -1.7927, -1.9766], [1.7422, -1.5607, -3.1163], [2.4616, -0.3710, -3.1539], [3.4200, -0.1617, -4.1374], [3.6788, -1.1499, -5.0759], [2.9764, -2.3478, -5.0351], [2.0052, -2.5510, -4.0676], [-1.1184, -1.4551, -2.9710], [-2.3676, -1.7368, -2.4142], [-3.5198, -1.5637, -3.1658], [-3.4326, -1.1229, -4.4795], [-2.1929, -0.8420, -5.0348], [-1.0363, -0.9982, -4.2828], [-0.5850, -3.7352, -0.4356], [-1.4735, -4.6689, -0.0323], [-1.8874, -4.3324, 1.3144], [-1.2269, -3.2116, 1.6822], [-1.0962, -2.5232, 2.9932], [-0.3199, -0.8769, 2.7480], [-1.5077, 0.3664, 3.3184], [-1.0642, 1.6522, 3.6298], [-1.9494, 2.6041, 4.1121], [-3.2869, 2.2790, 4.2886], [-3.7435, 1.0135, 3.9493], [-2.8621, 0.0638, 3.4555], [1.0291, -0.9098, 3.9681], [0.9585, -0.2816, 5.2085], [1.9597, -0.4873, 6.1502], [3.0204, -1.3344, 5.8735], [3.0833, -1.9855, 4.6474], [2.0987, -1.7677, 3.6982], [-0.4303, -2.7473, 0.5878], [1.2414, -3.9940, -1.5296], [-0.2318, -4.0962, -2.5104], [2.2682, 0.3988, -2.4194], [3.9670, 0.7728, -4.1674], [4.4269, -0.9875, -5.8415], [3.1755, -3.1204, -5.7673], [1.4469, -3.4799, -4.0688], [-2.4473, -2.1253, -1.4033], [-4.4853, -1.7982, -2.7345], [-4.3316, -1.0076, -5.0727], [-2.1224, -0.4978, -6.0596], [-0.0761, -0.7722, -4.7268], [-1.7884, -5.5327, -0.5987], [-2.5571, -4.9080, 1.9357], [-0.4117, -3.0763, 3.6377], [-2.0394, -2.4532, 3.5301], [-0.0154, 1.9084, 3.5365], [-1.5892, 3.5914, 4.3733], [-3.9743, 3.0146, 4.6883], [-4.7892, 0.7606, 4.0723], [-3.2438, -0.9163, 3.1963], [0.1210, 0.3512, 5.4628], [1.8947, 0.0062, 7.1114], [3.7892, -1.5016, 6.6169], [3.8942, -2.6730, 4.4385], [2.1443, -2.2983, 2.7524], [1.7522, 6.6150, 1.6919], [1.1898, 5.4746, 1.2973], [1.6742, 4.2832, 1.8082], [1.0841, 3.1000, 1.3936], [0.0289, 3.1167, 0.4891], [-0.4227, 4.3322, -0.0272], [0.1534, 5.5238, 0.3821], [-0.9355, 1.3844, -0.2045], [-1.1280, 1.8995, -2.2316], [0.0120, 2.2416, -2.9562], [-0.0850, 2.6368, -4.2804], [-1.3440, 2.7080, -4.8504], [-1.4491, 3.0848, -6.1276], [-2.4951, 2.4090, -4.1480], [-2.3798, 1.9946, -2.8298], [-2.9320, 1.5500, 0.4238], [-3.4254, 2.7554, 0.9115], [-4.7754, 2.8922, 1.2016], [-5.6064, 1.8047, 1.0142], [-6.9015, 1.9259, 1.3093], [-5.1439, 0.5887, 0.5414], [-3.7965, 0.4704, 0.2429], [2.4972, 4.2983, 2.5111], [1.4667, 2.1639, 1.7798], [-1.2214, 4.3631, -0.7615], [-0.1785, 6.4798, -0.0018], [0.9897, 2.2334, -2.4863], [0.7847, 2.9079, -4.8643], [-3.4582, 2.4955, -4.6352], [-3.2796, 1.7514, -2.2764], [-2.7695, 3.6033, 1.0672], [-5.1875, 3.8213, 1.5747], [-5.8357, -0.2331, 0.4092], [-3.4302, -0.4733, -0.1479], [5.4826, -0.1848, -0.9942], [4.6350, -1.2417, 0.2603], [5.3267, -1.0780, 1.9664], [4.2171, -2.9521, -0.3140], [2.4479, -0.2251, 0.6101], [6.5022, -0.5609, -1.1299], [5.5557, 0.8551, -0.6697], [4.9801, -0.2268, -1.9578], [6.3572, -1.4465, 1.9721], [4.7532, -1.6461, 2.7003], [5.3508, -0.0318, 2.2771], [5.1462, -3.5150, -0.4516], [3.7043, -2.9173, -1.2777], [3.6004, -3.4997, 0.4010]], "lowdin_charge": [0.481, -0.243, 0.946, -0.383, -0.129, -0.075, -0.046, -0.047, -0.081, -0.352, -0.112, -0.062, -0.056, -0.058, -0.070, -0.375, 0.000, 0.000, -0.339, -0.222, 0.954, -0.376, -0.124, -0.054, -0.057, -0.058, -0.086, -0.357, -0.063, -0.048, -0.047, -0.079, -0.152, -0.194, 0.098, 0.110, 0.062, 0.117, 0.119, 0.119, 0.112, 0.087, 0.115, 0.118, 0.121, 0.108, 0.125, 0.123, 0.106, 0.091, 0.096, 0.119, 0.121, 0.122, 0.103, 0.103, 0.118, 0.118, 0.111, 0.076, 0.103, -0.266, 0.017, -0.156, -0.368, -0.114, 0.024, 1.491, -0.384, -0.126, 0.014, -0.273, 0.094, 0.009, -0.100, -0.382, -0.099, 0.014, -0.274, 0.099, 0.012, -0.131, 0.131, 0.034, 0.111, 0.134, 0.095, 0.130, 0.135, 0.103, 0.100, 0.135, 0.131, 0.082, -0.182, 0.344, -0.195, -0.191, 0.500, 0.059, 0.051, 0.009, 0.058, 0.003, 0.052, 0.055, 0.022, 0.039]}